Entry 1:
# C27H63BFN5O6P

A 4-piece molecular cluster, C27H63BFN5O6P overall (ωB97M-V with the def2-TZVPD basis set, the OMol25 dataset).

```
104
Properties=species:S:1:pos:R:3:forces:R:3
N -2.35770 3.58909 4.28841 0.1 -0.5 0.2
C -1.76922 2.93289 3.12161 -0.3 0.1 0.1
C -2.00872 1.41559 3.04538 0.1 0.1 0.2
C -1.01134 0.68225 2.15926 0.0 0.1 -0.1
N -1.23668 0.99419 0.71659 -0.1 0.1 0.1
C -1.27724 -0.02688 -0.22049 0.0 -0.1 -0.3
N -0.13389 -0.37148 -0.92653 0.3 0.8 0.1
C 1.08762 -0.08250 -0.16425 0.2 -0.1 0.2
C 2.33504 -0.61537 -0.87560 -0.2 -0.1 0.3
O 2.88117 0.02429 -1.71647 0.2 0.2 -0.3
O 2.82618 -1.78283 -0.42819 -0.1 0.0 -0.2
C -0.12657 0.28747 -2.26732 -0.3 -0.6 -0.1
C 0.13624 -0.72882 -3.36331 -0.1 0.3 0.0
O 0.64786 -1.78137 -3.26725 0.1 -0.1 0.0
F -0.35647 -0.26639 -4.52860 0.2 0.0 0.2
N -2.37248 -0.65812 -0.52886 -0.2 -0.1 0.2
C -3.65704 -0.23850 0.05086 0.1 0.1 0.0
B -4.25889 1.09050 -0.59421 -0.4 0.0 -0.2
O -3.61567 1.62862 -1.66594 0.4 0.0 0.5
O -5.38414 1.65533 -0.04222 1.0 0.3 0.1
P -2.29706 -1.99133 -1.81850 0.2 -0.4 -0.3
N -1.42088 -3.07787 -0.85201 -0.6 0.1 0.1
O -3.82020 -2.53923 -1.78224 0.0 0.5 0.2
H -1.79346 3.38579 5.10810 0.0 0.1 0.0
H -3.26607 3.18102 4.49339 -0.1 0.2 -0.1
H -0.69426 3.12612 3.13143 -0.1 0.1 -0.1
H -2.21299 3.42102 2.24600 0.3 0.0 -0.1
H -3.04178 1.23310 2.72547 0.0 -0.1 0.0
H -1.92067 1.00074 4.05427 0.0 0.0 -0.1
H -1.07635 -0.39794 2.31659 0.0 0.0 0.0
H -0.00607 1.01353 2.43102 0.0 -0.2 0.0
H -2.01821 1.62670 0.59415 -0.1 -0.1 0.1
H 1.23004 0.99579 -0.03858 0.0 0.0 -0.1
H 1.01050 -0.52772 0.82930 -0.1 -0.1 -0.1
H 2.12417 -2.34689 -0.07692 0.0 0.1 0.2
H -1.10809 0.71784 -2.47704 0.1 0.1 0.1
H 0.63626 1.06856 -2.29201 0.0 0.0 -0.1
H -4.38639 -1.03621 -0.05573 0.0 0.0 -0.1
H -3.53426 -0.09055 1.12673 0.0 -0.1 0.0
H -3.74680 2.58422 -1.72133 -0.4 -0.1 -0.4
H -5.19596 1.85864 0.88596 -0.7 -0.1 0.1
H -1.74180 -3.13961 0.11072 0.1 -0.1 0.0
H -1.48775 -4.00695 -1.26380 0.4 0.0 0.0
H -4.12286 -2.88930 -0.93355 -0.1 -0.3 -0.1
C 6.14353 -0.88165 -1.48781 0.1 0.0 0.0
C 7.43287 -1.27104 -0.77328 -0.1 0.0 0.0
C 7.20294 -1.75080 0.65926 0.0 0.0 0.0
C 6.57456 -0.71242 1.59096 0.0 0.0 0.0
C 7.35732 0.59345 1.71966 0.0 0.0 0.1
C 8.75511 0.40972 2.30176 0.0 0.0 0.0
H 5.64328 -0.04914 -0.99072 0.0 0.0 0.0
H 6.33864 -0.57338 -2.51575 0.0 0.0 0.0
H 5.44660 -1.72143 -1.51942 0.0 0.0 0.0
H 8.12850 -0.42753 -0.78248 0.0 0.0 0.0
H 7.92454 -2.07253 -1.33028 0.0 0.0 0.0
H 8.15292 -2.09121 1.07928 0.0 0.0 0.0
H 6.55359 -2.63239 0.63697 0.0 0.0 0.0
H 6.46485 -1.15924 2.58482 0.0 0.0 0.0
H 5.55914 -0.48572 1.24929 0.0 0.0 0.0
H 6.79227 1.27534 2.36143 0.0 0.0 0.0
H 7.42841 1.08463 0.74540 0.0 0.0 0.0
H 8.70724 -0.04782 3.29221 0.0 0.0 0.0
H 9.26601 1.36779 2.40169 0.0 0.0 0.0
H 9.37525 -0.22585 1.66844 0.0 0.0 0.0
C -8.96544 7.28240 2.36771 0.0 0.0 0.0
C -7.79988 6.85715 3.25520 0.0 0.1 0.0
C -6.46479 6.78194 2.51560 0.0 0.0 0.0
C -6.42207 5.76652 1.37190 0.0 0.0 0.0
C -6.74729 4.33102 1.77844 0.0 0.0 -0.1
C -5.77112 3.74265 2.79089 0.0 -0.2 0.0
H -9.13993 6.57292 1.55702 0.0 0.0 0.0
H -9.88870 7.35111 2.94306 0.0 0.0 0.0
H -8.77716 8.26106 1.92214 0.0 0.0 0.0
H -8.02789 5.89423 3.72199 0.0 0.0 0.0
H -7.69743 7.57119 4.07539 0.0 0.0 0.0
H -5.67067 6.55969 3.23457 0.0 0.0 0.0
H -6.22791 7.76890 2.10808 0.0 0.0 0.0
H -5.42285 5.79270 0.92212 0.0 0.0 0.0
H -7.11216 6.07156 0.58199 0.0 0.0 0.0
H -6.74590 3.70790 0.88046 -0.1 0.0 0.0
H -7.76064 4.27207 2.18158 0.0 0.0 0.0
H -4.74420 3.75138 2.40304 0.0 0.1 0.0
H -6.04299 2.70655 3.02331 0.0 0.0 0.0
H -5.76849 4.28861 3.73407 0.0 0.0 0.0
C 3.71975 -3.42937 -3.22404 0.0 -0.1 -0.1
C 2.65659 -4.25643 -3.93553 0.0 0.0 -0.1
C 1.99078 -5.29607 -3.03648 0.0 0.0 0.0
C 2.92669 -6.37569 -2.48862 0.0 0.0 0.0
C 3.66686 -7.18023 -3.55543 0.0 -0.1 0.0
C 2.74026 -7.96241 -4.48083 0.0 0.0 0.0
H 4.54491 -4.04655 -2.86293 0.0 0.0 0.0
H 4.14407 -2.67625 -3.88946 0.0 0.0 0.0
H 3.28343 -2.90728 -2.37367 0.1 0.0 0.0
H 3.08351 -4.73992 -4.81837 0.0 0.0 0.0
H 1.88663 -3.57961 -4.30534 0.0 0.0 -0.1
H 1.17056 -5.76852 -3.58541 0.0 0.0 0.0
H 1.52428 -4.77771 -2.18781 0.0 0.0 0.0
H 2.34181 -7.06395 -1.86895 0.0 0.0 0.0
H 3.65926 -5.91765 -1.81787 0.0 0.0 0.0
H 4.34172 -7.87837 -3.05435 0.0 0.0 0.0
H 4.30327 -6.51846 -4.14858 0.0 0.0 0.0
H 2.11913 -8.65819 -3.91229 0.0 0.0 0.0
H 3.31150 -8.54297 -5.20545 0.0 0.0 0.0
H 2.07781 -7.30208 -5.04287 0.0 0.0 0.0
```
Positions in Å, forces in eV/Å.

Energy above the lowest of the compared OMol25 structures with the same formula, charge and spin, kJ/mol: 0.00
Calculated total energy, eV: -61437.2392
E_LUMO, eV: -3.73
Charge: +1

***

Entry 2:
# C5H12NO

A 2-piece molecular cluster, C5H12NO overall (ωB97M-V with the def2-TZVPD basis set, the OMol25 dataset).

```
19
Properties=species:S:1:pos:R:3:forces:R:3
C -3.35361 0.15187 0.93298 -2.1 0.1 0.6
C -2.56383 0.11796 -0.34870 1.1 -0.5 1.4
C -1.20526 -0.41293 -0.15154 -0.9 1.3 0.9
C -0.15049 -0.27710 -1.04271 0.6 -1.8 -2.0
N 1.07916 -0.91901 -0.70115 0.5 0.1 0.5
C 2.22237 -0.29094 -0.62324 -1.3 0.4 0.3
H -4.37472 0.46093 0.70381 -0.1 0.0 -0.4
H -3.55093 -0.79940 1.44165 0.6 -0.1 -0.3
H -3.12267 0.88524 1.71027 0.9 0.0 -0.3
H -3.07647 -0.49855 -1.11863 0.0 0.3 -0.3
H -2.45942 1.14517 -0.75550 0.0 -0.2 -0.6
H -0.93137 -0.72097 0.86225 -0.2 -0.4 -0.2
H -0.25566 -0.05209 -2.10708 0.0 0.8 0.3
H 1.01361 -1.89437 -0.38671 0.0 0.3 0.7
H 2.27680 0.65051 -1.16497 0.3 0.1 0.3
H 2.93440 -0.57554 0.15198 0.6 -0.5 -0.9
H 4.25251 0.95274 1.70541 -0.1 0.0 -0.1
H 3.13042 1.97262 1.68016 -0.1 0.1 0.0
O 3.39372 1.13271 1.29058 0.2 -0.1 0.1
```
Positions in Å, forces in eV/Å.

Spin multiplicity: 2
Energy above the lowest of the compared OMol25 structures with the same formula, charge and spin, kJ/mol: 267.09
Calculated total energy, eV: -8894.8936
E_LUMO (alpha / beta), eV: -10.21 / -13.56
Charge: +2